[1]
One molecule with the formula C3H3F6P, computed with wB97M-V/def2-TZVPD.

The geometry in XYZ format:
```
13
Properties=species:S:1:pos:R:3:forces:R:3
C 0.0345 -0.0515 -0.1715 -1.0617 -2.2608 0.9849
C -1.4847 -0.0753 -0.2728 -0.0020 -1.4904 -1.0609
F -1.8011 -1.0262 -1.3184 0.0150 0.9993 0.5541
P -2.3394 1.5030 -0.8330 0.4558 -0.0045 -1.1692
F -2.0874 2.3476 0.4624 0.0412 0.3387 0.7452
F -1.0622 2.0244 -1.6423 -0.2514 0.1897 -0.2569
C -2.3050 -0.5598 0.9116 1.7023 -0.3160 0.1462
F -2.2308 -1.8502 1.1916 -0.5329 -1.0418 -0.9300
F -1.8587 -0.0040 2.0060 0.6056 1.6314 1.6854
F -3.5514 -0.1647 0.7389 -1.5417 -0.3346 -0.0528
H 0.4159 -1.0765 -0.3400 -0.4405 0.2692 0.0618
H 0.3866 0.1976 0.8125 0.1203 0.7186 0.2607
H 0.3981 0.5146 -0.9638 0.8899 1.3012 -0.9686
```
Positions in Å, forces in eV/Å.

SMILES ... C[C@](F)(P(F)F)C(F)(F)F
Energy above the lowest of the compared OMol25 structures with the same formula, charge and spin ... 0.0 kJ/mol
Spin multiplicity ... 1
Net charge ... 0
Energy ... -1056.72848 a.u.

***

[2]
A 11-piece molecular cluster, C6H33NO11 overall, computed with wB97M-V/def2-TZVPD.

The geometry in XYZ format:
```
51
Properties=species:S:1:pos:R:3:forces:R:3
N -1.0550 -1.5321 3.5823 0.6204 0.9899 1.0995
C 0.3134 -1.7784 3.0874 -1.2117 -2.2762 0.0875
C 1.0158 -0.7064 2.2618 1.0968 0.9963 -0.3675
C 0.0994 0.3780 1.6531 -1.6107 0.1437 1.2288
C -0.3088 0.1197 0.2633 0.0980 -1.2313 -0.2869
C -0.0557 0.8988 -0.7882 -1.1604 0.3908 -1.9533
C -0.7448 0.6091 -2.1182 -2.3680 -0.5338 -0.4164
O -0.8264 -0.8116 -2.4058 0.4213 0.2196 0.8400
H -1.0948 -0.7078 4.2095 0.0437 -0.7560 -0.5367
H -1.7670 -1.3875 2.8827 0.1033 -0.0155 -0.3313
H 0.8972 -2.1224 4.0040 -0.3869 0.5866 -1.3761
H 0.1634 -2.6805 2.4417 0.4279 0.4986 0.5354
H 1.7021 -1.0873 1.4299 -0.9968 0.0682 1.2063
H 1.6700 -0.1897 2.9717 0.1832 0.1443 -0.1335
H 0.5108 1.3797 1.7450 0.0402 0.0265 0.1506
H -0.9056 0.4214 2.2237 1.6151 -0.0520 -0.6008
H -0.8062 -0.9124 0.2026 1.0135 1.7786 -0.3139
H 0.3543 1.9209 -0.8403 0.0179 -0.7694 0.9262
H -1.8283 0.9789 -2.0407 1.2080 -0.3738 0.4373
H -0.5212 1.0258 -3.1047 1.4174 0.7614 0.6514
H -1.5389 -0.8613 -3.0271 -0.5749 -0.4605 -0.6844
O 2.1609 2.5556 0.4852 0.3770 0.3966 1.1026
H 2.1404 3.4437 0.8901 -0.1193 -0.5148 -0.1664
H 1.9961 1.9375 1.2232 0.0499 0.4385 -0.5489
O -3.0821 -1.1338 -0.5463 -1.2070 0.2862 -0.0754
H -2.1551 -1.2703 -0.7046 0.7243 -0.3570 -0.2234
H -3.5418 -1.9487 -0.7417 0.0581 -0.4684 0.0747
O -0.6678 -2.9333 -0.4864 -0.8149 -0.2152 0.4588
H -0.7542 -2.4530 -1.3229 0.7624 -0.2051 0.1332
H 0.2835 -2.9639 -0.2781 -0.1853 0.1177 -0.7499
O 1.8826 -2.8023 -1.2452 1.2284 1.1927 -2.3846
H 1.9149 -2.4930 -2.2404 -0.3920 -1.0445 2.3619
H 2.6156 -2.2062 -0.9685 -0.8682 -0.8041 0.3683
O -3.1996 0.1118 1.8293 -1.1079 0.7527 -0.4078
H -3.9293 0.7438 2.0089 0.7396 -0.5833 -0.0038
H -3.3651 -0.1613 0.8959 0.3474 -0.0441 0.7939
O 2.9045 2.3954 -2.0695 -0.4851 -0.1221 0.3407
H 3.7216 2.1945 -1.6054 0.2821 0.1406 -0.1654
H 2.3233 2.6418 -1.3192 0.3999 -0.1497 -0.5543
O -0.5253 4.1651 1.3821 0.9442 0.3278 1.0355
H -0.8312 4.4180 0.5219 -0.5595 -0.2943 -0.5548
H -0.9066 3.3383 1.6822 -0.3549 -0.0792 -0.4884
O -4.3547 1.0011 -1.6697 -1.1926 0.5947 0.6322
H -3.8079 1.1598 -2.4191 0.5525 0.0716 -0.8032
H -4.0562 0.1875 -1.2610 0.4569 -0.3243 -0.0387
O 3.1455 -0.4703 -0.6530 -0.4871 2.1079 0.0123
H 2.7129 0.4063 -0.8531 -0.0577 -1.1704 -0.0431
H 3.7834 -0.1662 -0.0134 0.7645 -0.2994 0.4801
O 2.8894 -1.2618 -3.2279 0.2249 0.7116 0.7052
H 2.3170 -0.5721 -3.5526 -0.5443 0.2191 -0.8984
H 3.1112 -0.8188 -2.3744 0.4664 -0.8180 -0.5551
```
Positions in Å, forces in eV/Å.

SMILES ... NCCC/C=C/CO.O.O.O.O.O.O.O.O.O.O
Energy above the lowest of the compared OMol25 structures with the same formula, charge and spin ... 490.7 kJ/mol
Spin multiplicity ... 1
Net charge ... 0
Energy ... -1130.71097 a.u.

***

[3]
C27H61N8O12V as an isolated structure, computed with wB97M-V/def2-TZVPD.

The geometry in XYZ format:
```
109
Properties=species:S:1:pos:R:3:forces:R:3
V -0.1019 -0.0053 -0.0590 2.0505 -0.0763 0.9106
C 1.1986 -0.4230 3.6547 -0.9910 -0.4483 0.5784
C -0.1988 0.2592 3.3975 1.6954 -1.2451 -1.6397
C -0.2319 1.6576 3.9554 -0.6484 0.9823 -0.1439
O -0.6166 0.0788 2.0346 0.4466 0.6924 -0.5745
H 1.1372 -1.4643 3.3386 0.0252 0.0410 -0.6078
H 1.3108 -0.5664 4.7293 0.1943 0.4553 0.3315
H 2.1174 0.0256 3.2769 -0.2936 0.3184 -0.2808
H -0.8445 -0.3252 4.0529 -0.5710 -0.2794 -0.1179
H -1.1351 2.1829 3.6448 -0.0688 -0.0997 -0.3015
H 0.5883 2.3189 3.6760 0.2956 -0.2486 -0.0569
H -0.3353 1.6443 5.0404 0.4293 -0.1478 0.1767
C 2.0219 0.2592 -1.1266 -7.6922 -2.7219 3.5662
O 1.9482 -0.4678 -0.1077 7.3294 -5.8443 9.4616
O 1.1409 -0.2831 -1.7871 -3.5686 -7.2072 -14.0571
O 1.3813 1.2431 -0.8018 0.4461 15.5800 2.8063
C -3.7752 2.5491 3.5992 0.9511 0.1228 -0.1009
C -5.1238 1.8837 3.6416 -1.2039 2.1490 -0.7770
O -6.1059 2.4986 3.2263 0.1761 0.0462 -0.1979
N -5.2980 0.6644 4.1328 1.5827 -1.6049 0.5455
C -4.1634 -0.2093 4.4680 -0.2546 -0.0868 0.3602
H -3.8076 3.5667 3.2100 -0.6948 -0.0813 0.0945
H -3.0797 2.0421 2.9304 -0.0132 -0.4180 -0.0095
H -3.2628 2.6253 4.5583 -0.1681 -0.2608 0.1599
H -6.2241 0.2891 3.9858 0.1282 -0.0110 0.1646
H -3.2194 0.3323 4.4075 -0.2088 0.0065 -0.3065
H -4.1100 -1.0871 3.8240 0.0068 0.0806 -0.1549
H -4.2020 -0.5656 5.4974 -0.3155 -0.0071 0.0649
C 3.5749 2.5116 1.3552 1.2523 -0.5929 -0.1815
C 4.9257 1.7644 1.2797 1.3819 -0.0236 0.9890
O 6.0269 2.3149 1.2571 -1.0581 0.2946 -0.5640
N 4.8678 0.4144 1.4028 -0.8215 -1.7387 -0.5268
C 5.9385 -0.5891 1.2033 0.5107 1.2958 0.2305
H 2.8138 1.8985 1.8378 -0.0181 0.1506 0.0117
H 3.2536 2.7026 0.3313 -0.0851 0.1486 0.1497
H 3.7997 3.4303 1.8971 -0.3217 0.0120 -0.1115
H 3.9522 0.0084 1.5327 -0.1066 0.1474 -0.2791
H 5.8265 -1.2891 0.3754 -0.8082 0.1039 -0.0425
H 6.0983 -1.1546 2.1213 0.0006 0.0412 -0.0070
H 6.8548 -0.0527 0.9567 -0.0047 0.1402 0.3178
C -3.0595 -0.8068 -3.2364 0.0340 0.6082 1.3656
C -2.9163 -0.7668 -1.7141 -0.0389 0.6396 1.0062
O -1.7682 -0.5768 -1.2113 -2.7813 -1.2441 -0.8277
N -4.1074 -0.8257 -0.9753 2.3910 -0.3696 -0.6123
C -4.0991 -1.0246 0.4579 -0.0494 0.4963 0.5835
H -4.0630 -0.4943 -3.5254 0.0722 0.1063 -0.0864
H -2.8841 -1.7983 -3.6538 0.3304 0.0720 0.1579
H -2.2970 -0.0719 -3.4947 -0.1005 -0.2728 -0.8478
H -5.0060 -0.6123 -1.3839 0.4511 -0.3129 -0.4519
H -5.0974 -1.3176 0.7828 0.0500 -0.1289 -0.1118
H -3.8551 -0.1016 0.9840 0.1723 0.0731 0.0971
H -3.3772 -1.7772 0.7748 0.0142 0.0084 -0.2400
C -0.4527 -3.8104 2.0906 0.6400 -0.2566 1.4419
C -0.3291 -3.4011 0.6502 -1.4870 -1.0850 0.7750
O -0.2167 -2.2338 0.3241 0.6491 1.0350 -0.8191
N -0.4830 -4.4156 -0.2218 -0.6816 -0.0126 -0.6448
C -0.3893 -4.2221 -1.6635 1.4704 0.1612 -0.2334
H 0.5323 -3.9551 2.5344 0.4600 -0.1360 -0.4011
H -0.9565 -4.7548 2.2966 -0.1659 -0.0153 -0.4637
H -0.8401 -3.0751 2.7959 -0.4543 0.4402 -0.6921
H -0.8910 -5.2925 0.0691 0.4042 0.2802 0.4238
H -0.9626 -3.3983 -2.0886 -0.1426 -0.1325 0.3454
H -0.5305 -5.1374 -2.2383 -0.5098 -0.0402 0.4153
H 0.6657 -4.0122 -1.8398 -0.1881 0.3435 -0.3534
C 3.0718 -3.2164 -1.7007 -0.6369 -0.4609 0.2293
C 3.2013 -3.8408 -0.3256 0.1208 -0.7366 -1.9209
O 3.3150 -5.0425 -0.1792 0.1893 -0.9319 0.1681
N 3.2600 -2.9793 0.6604 -0.2206 0.8179 0.9714
C 3.6768 -3.3661 1.9757 -0.4279 0.6293 0.4825
H 3.9693 -2.6311 -1.9011 -0.0999 -0.0127 -0.2248
H 2.1825 -2.5866 -1.7251 0.1854 0.3717 -0.1047
H 2.9159 -4.0324 -2.4062 0.3238 0.1843 -0.1328
H 2.8549 -2.0710 0.4844 0.0767 0.4325 0.0528
H 3.1372 -2.6972 2.6461 0.3042 0.0007 0.4031
H 4.7513 -3.2030 2.0589 0.0395 -0.2204 0.3608
H 3.4084 -4.3879 2.2443 0.1084 -0.0056 -0.3354
C -3.7185 2.5256 -0.5672 -0.2281 0.6580 -0.8145
C -2.3238 2.7236 -0.1021 1.7644 -2.9571 1.4450
O -1.5114 1.7422 -0.1883 -0.8976 2.4570 -0.4082
N -2.0493 3.8280 0.6020 -0.2918 -0.5156 -1.0473
C -0.6943 4.2907 0.7755 0.1059 1.0033 -0.1197
H -4.3405 2.2075 0.2695 -0.0742 -0.3304 -0.1656
H -3.6767 1.8461 -1.4185 -0.2797 -0.2751 0.4365
H -4.1350 3.4527 -0.9612 -0.0782 0.1320 0.1727
H -2.8576 4.3671 0.8780 0.3742 0.3850 -0.2247
H -0.0389 3.8785 0.0083 0.0132 -0.9424 0.5923
H -0.3937 4.1813 1.8176 0.5116 -0.1271 -0.3106
H -0.6412 5.3314 0.4558 -0.2830 0.3735 0.5832
C 1.1065 2.2462 -4.6083 -1.0566 -0.5571 0.0795
C 1.6837 3.5055 -4.0299 3.2024 1.9819 -0.9899
O 2.0202 4.4896 -4.7287 -1.4149 -1.3349 0.5403
N 2.0832 3.4613 -2.7486 -1.1226 -1.1570 1.4888
C 2.6988 4.5381 -1.9647 0.3030 -0.1052 -1.9345
H 0.1303 2.5470 -4.9888 -0.0890 -0.2079 -0.3307
H 0.9424 1.4208 -3.9155 -0.0271 0.4458 0.6714
H 1.6718 1.7499 -5.3970 0.3409 0.8306 -0.2589
H 1.8525 2.6112 -2.2544 -0.1881 0.0361 0.3376
H 2.2686 5.4718 -2.3270 0.0021 0.1294 0.3632
H 3.7368 4.5327 -2.2972 0.2665 0.4005 0.4612
H 2.6445 4.4174 -0.8828 -0.3202 -0.2397 -0.2993
O -0.1188 -3.1242 -4.3868 -0.1455 -0.4059 0.9482
C -0.2797 -2.1076 -5.0324 0.0059 -1.3900 -1.4979
N 0.1904 -0.9299 -4.6674 0.3756 1.4078 0.6960
C -0.9361 -2.2242 -6.3704 -0.5544 0.6295 -1.4787
H 0.5895 -0.8800 -3.7410 0.2745 0.2103 0.3938
H 0.1706 -0.0795 -5.2119 -0.2353 -0.4913 -0.0591
H -0.5104 -3.0023 -7.0040 0.1979 -0.2396 0.5046
H -0.8620 -1.3301 -6.9894 0.0640 0.3244 0.1744
H -2.0043 -2.4349 -6.3188 -0.0042 -0.1195 0.3950
```
Positions in Å, forces in eV/Å.

Expectation value of S² ... 2.036
Spin multiplicity ... 3
Net charge ... 0
Energy ... -3350.21496 a.u.